(1)
A molecular structure, C43H43N6O2PPbS2Se at a distorted geometry. Source: the OMol25 dataset; level of theory: ωB97M-V/def2-TZVPD.

Element x y z (Å)
Pb  -1.2188  0.5549  0.1301
N  -0.2025  3.1135  0.3719
C  0.4126  3.8119  -0.7562
C  -0.4991  3.8398  -1.9885
C  -0.4664  2.5548  -2.8195
N  -1.3740  1.5080  -2.3131
H  -0.9274  3.6699  0.8082
H  0.4814  2.8252  1.0742
H  1.3273  3.2765  -1.0202
H  0.7014  4.8384  -0.5010
H  -0.1810  4.6664  -2.6305
H  -1.5292  4.0487  -1.6716
H  0.5398  2.1304  -2.8055
H  -0.6980  2.7871  -3.8619
H  -1.1559  0.6356  -2.7989
H  -2.3435  1.7398  -2.5070
O  1.3520  1.2526  3.9636
C  1.9279  0.9197  2.9147
O  1.5826  1.1811  1.7259
C  3.1781  0.0306  3.0458
C  3.8603  0.0909  4.2602
C  5.0875  -0.5290  4.4279
C  5.6549  -1.2207  3.3647
C  4.9653  -1.3267  2.1676
C  3.7076  -0.7390  1.9914
P  2.8036  -0.9303  0.3636
C  4.1013  -0.0201  -0.6184
C  4.1336  1.3712  -0.4693
C  5.1277  2.1316  -1.0700
C  6.1115  1.5199  -1.8395
C  6.0805  0.1442  -2.0085
C  5.0874  -0.6191  -1.4031
C  3.1504  -2.6995  -0.1066
C  2.9851  -3.0773  -1.4441
C  2.9713  -4.4128  -1.8245
C  3.1011  -5.4153  -0.8716
C  3.2334  -5.0638  0.4681
C  3.2482  -3.7241  0.8444
H  3.4073  0.6668  5.0581
H  5.6120  -0.4573  5.3753
H  6.6364  -1.6722  3.4656
H  5.4142  -1.8733  1.3465
H  3.3797  1.8412  0.1555
H  5.1364  3.2077  -0.9328
H  6.8951  2.1106  -2.3011
H  6.8396  -0.3470  -2.6087
H  5.0920  -1.6906  -1.5456
H  2.8310  -2.3141  -2.2057
H  2.8442  -4.6680  -2.8703
H  3.0859  -6.4590  -1.1641
H  3.3269  -5.8333  1.2273
H  3.3262  -3.4751  1.8951
S  -3.3161  1.9286  1.1324
C  -4.4644  1.7360  -0.1787
C  -5.3864  2.7697  -0.3923
C  -6.3562  2.7184  -1.3852
C  -7.2229  3.8489  -1.5941
N  -7.9037  4.7619  -1.7639
C  -6.4522  1.5653  -2.1780
C  -5.5481  0.5327  -1.9799
C  -4.5246  0.5891  -1.0228
S  -3.4078  -0.7468  -0.9283
C  -7.4850  1.4445  -3.1757
N  -8.3172  1.3467  -3.9650
H  -5.3306  3.6463  0.2402
H  -5.6285  -0.3568  -2.5920
C  -0.2172  -3.1763  -0.6979
C  0.0483  -2.8622  0.7348
N  -0.3814  -1.8124  1.3941
C  0.1227  -1.9102  2.6772
C  0.8740  -3.0388  2.7902
N  0.8057  -3.6427  1.5490
H  0.4201  -2.5803  -1.3616
H  -1.2496  -2.9392  -0.9563
H  -0.0267  -4.2298  -0.9098
H  -0.0591  -1.1383  3.4128
H  1.4379  -3.4571  3.6098
H  1.3254  -4.4479  1.2521
C  5.0933  -1.9165  -8.1353
C  4.0838  -1.6447  -7.0416
C  3.2669  -2.6495  -6.5437
C  2.3066  -2.4097  -5.5579
C  1.4782  -3.5556  -5.0470
C  2.1364  -1.1032  -5.0458
Se  0.8323  -0.7269  -3.7068
C  2.9824  -0.0789  -5.5345
C  2.8640  1.3244  -5.0141
C  3.9309  -0.3685  -6.5133
H  5.1969  -2.9891  -8.3121
H  6.0782  -1.5177  -7.8767
H  4.7908  -1.4510  -9.0785
H  3.3793  -3.6608  -6.9310
H  1.7038  -4.4757  -5.5966
H  0.4130  -3.3283  -5.1304
H  1.6626  -3.7163  -3.9804
H  3.0908  1.3653  -3.9471
H  1.8364  1.6812  -5.1168
H  3.5409  1.9970  -5.5495
H  4.5733  0.4331  -6.8750

Results
HOMO-LUMO gap ... 6.03 eV
Charge ... -2

(2)
A molecular structure, C43H44AuN5O2SSe2 at a distorted geometry. Source: the OMol25 dataset; level of theory: ωB97M-V/def2-TZVPD.

Element x y z (Å)
Au  -0.0025  0.0911  0.4070
Se  2.0313  -0.4771  3.6814
Se  2.4705  1.1718  2.1427
C  3.0806  -0.0337  0.7563
C  4.4113  -0.4154  0.6990
C  4.7888  -1.3520  -0.2507
C  3.8321  -1.8467  -1.1230
C  2.5283  -1.4073  -0.9987
N  2.1538  -0.5268  -0.0658
C  0.1023  -0.3516  3.8451
C  -0.3909  -0.2953  5.1433
C  -1.7608  -0.2571  5.3353
C  -2.5892  -0.3183  4.2255
C  -2.0113  -0.4025  2.9739
N  -0.6888  -0.3985  2.7753
H  5.1211  0.0119  1.3924
H  5.8127  -1.6986  -0.3002
H  4.0891  -2.5666  -1.8871
H  1.7428  -1.7863  -1.6373
H  0.2986  -0.2787  5.9754
H  -2.1713  -0.1838  6.3334
H  -3.6657  -0.3015  4.3200
H  -2.6247  -0.4840  2.0874
C  4.9725  2.6940  -2.0190
O  3.8180  2.0466  -2.5413
C  3.7883  1.7755  -3.8623
C  4.9086  1.8859  -4.6787
C  4.8568  1.5352  -6.0164
C  3.6790  1.0564  -6.5662
C  2.5581  0.9473  -5.7672
C  2.5783  1.3218  -4.4261
N  1.3759  1.1019  -3.6917
C  0.8768  1.6851  -2.6103
C  1.1622  2.9509  -2.1101
C  1.5947  3.9888  -2.9795
C  1.7232  5.2686  -2.5417
C  1.4601  5.5698  -1.1857
C  1.0704  4.6022  -0.3072
C  0.9190  3.2404  -0.7069
O  0.6467  2.3679  0.1922
H  4.7492  2.9022  -0.9745
H  5.1633  3.6353  -2.5379
H  5.8516  2.0504  -2.0856
H  5.8450  2.2299  -4.2635
H  5.7447  1.6278  -6.6264
H  3.6317  0.7844  -7.6109
H  1.6282  0.5837  -6.1910
H  0.8241  0.3489  -4.0761
H  0.1164  1.1062  -2.0850
H  1.7551  3.7548  -4.0250
H  2.0075  6.0553  -3.2261
H  1.5667  6.5926  -0.8475
H  0.8843  4.8313  0.7342
C  0.1455  -5.1426  -2.0971
N  -0.2146  -5.6528  -0.7852
C  -1.0025  -6.8820  -0.8209
C  -0.1161  -4.8794  0.3175
S  0.1491  -3.1954  0.1844
N  -0.2135  -5.4521  1.5314
C  -0.3772  -4.6475  2.7333
C  0.1609  -6.8392  1.7899
H  0.3060  -5.9900  -2.7625
H  1.0597  -4.5609  -2.0324
H  -0.6439  -4.5096  -2.5121
H  -1.7154  -6.8167  -1.6444
H  -1.5652  -7.0072  0.0982
H  -0.3729  -7.7577  -0.9863
H  -1.0009  -3.7836  2.5285
H  0.5872  -4.2972  3.1112
H  -0.8539  -5.2651  3.4946
H  0.6778  -7.2664  0.9359
H  -0.7064  -7.4536  2.0380
H  0.8432  -6.8596  2.6402
C  -6.3538  -2.5157  -0.6429
C  -5.3643  -3.0053  -1.4858
C  -4.1042  -2.4393  -1.4722
C  -3.8147  -1.3573  -0.6318
C  -4.8195  -0.8776  0.2179
C  -6.0766  -1.4498  0.2050
C  -2.4512  -0.8382  -0.6561
C  -1.9812  0.2940  -0.1196
C  -2.5859  1.5671  0.1148
C  -2.2088  2.4012  1.1895
C  -2.8157  3.6234  1.3743
C  -3.7966  4.0572  0.4862
C  -4.1524  3.2685  -0.6070
C  -3.5502  2.0477  -0.8024
H  -7.3361  -2.9680  -0.6457
H  -5.5783  -3.8319  -2.1497
H  -3.3312  -2.8176  -2.1310
H  -4.6093  -0.0639  0.9002
H  -6.8494  -1.0722  0.8611
H  -1.7335  -1.5406  -1.0869
H  -1.4430  2.0719  1.8771
H  -2.5284  4.2528  2.2055
H  -4.2852  5.0092  0.6454
H  -4.8964  3.6201  -1.3089
H  -3.8227  1.4335  -1.6506

Results
HOMO-LUMO gap ... 4.73 eV
Charge ... +2

(3)
A molecular structure, C43H44AuN5O2SSe2. Source: the OMol25 dataset; level of theory: ωB97M-V/def2-TZVPD.

Element x y z (Å)
Au  0.0656  1.0995  1.7782
Se  1.5650  0.0631  5.1248
Se  1.8398  2.1999  4.3311
C  2.9686  1.5574  2.9139
C  4.3407  1.6786  2.9871
C  5.1072  1.1053  1.9797
C  4.4668  0.4444  0.9480
C  3.0831  0.3850  0.9460
N  2.3405  0.9306  1.9105
C  -0.1351  -0.5232  4.4712
C  -0.7602  -1.3217  5.4271
C  -1.9435  -1.9699  5.1425
C  -2.4860  -1.7834  3.8853
C  -1.8353  -0.9599  2.9951
N  -0.6729  -0.3219  3.2506
H  4.7965  2.1900  3.8226
H  6.1868  1.1695  2.0128
H  5.0183  -0.0224  0.1447
H  2.5594  -0.1254  0.1537
H  -0.3044  -1.4080  6.4040
H  -2.4299  -2.5874  5.8855
H  -3.4115  -2.2504  3.5809
H  -2.2575  -0.8114  2.0226
C  4.6714  2.0251  -2.3863
O  3.5452  1.1596  -2.2620
C  3.1542  0.4782  -3.3628
C  3.8725  0.4003  -4.5489
C  3.3862  -0.3563  -5.6072
C  2.1878  -1.0446  -5.5036
C  1.4592  -0.9584  -4.3283
C  1.9295  -0.1911  -3.2761
N  1.1664  -0.1458  -2.0647
C  0.7774  0.8717  -1.3416
C  0.8366  2.2623  -1.5507
C  1.0250  2.8238  -2.8468
C  0.9477  4.1653  -3.0585
C  0.6814  5.0182  -1.9679
C  0.4902  4.5235  -0.7079
C  0.5751  3.1378  -0.4474
O  0.4368  2.8142  0.8185
H  4.7503  2.5481  -1.4371
H  4.5163  2.7480  -3.1884
H  5.5861  1.4582  -2.5700
H  4.8156  0.9173  -4.6524
H  3.9607  -0.4085  -6.5220
H  1.8186  -1.6346  -6.3300
H  0.5085  -1.4685  -4.2292
H  0.8996  -1.0531  -1.6796
H  0.2979  0.5341  -0.4370
H  1.1928  2.1641  -3.6853
H  1.0697  4.5714  -4.0523
H  0.6128  6.0861  -2.1316
H  0.2747  5.1722  0.1300
C  0.3163  -3.4644  -2.1909
N  0.0834  -4.2026  -0.9630
C  -0.8434  -5.3277  -1.1045
C  0.3745  -3.6639  0.2407
S  0.6915  -2.0025  0.4370
N  0.4227  -4.5003  1.2964
C  0.4715  -3.9771  2.6534
C  0.8967  -5.8807  1.1681
H  0.3504  -4.1754  -3.0142
H  1.2699  -2.9420  -2.1379
H  -0.4869  -2.7424  -2.3828
H  -1.6311  -5.0387  -1.8016
H  -1.3043  -5.5588  -0.1492
H  -0.3485  -6.2182  -1.4924
H  -0.2042  -3.1323  2.7518
H  1.4813  -3.6549  2.9210
H  0.1561  -4.7690  3.3313
H  1.2819  -6.0567  0.1688
H  0.1116  -6.6046  1.3870
H  1.7113  -6.0282  1.8774
C  -5.9882  -0.4879  -1.6249
C  -4.8270  -1.1205  -2.0435
C  -3.6188  -0.8058  -1.4438
C  -3.5473  0.1538  -0.4317
C  -4.7245  0.7736  -0.0079
C  -5.9331  0.4514  -0.6027
C  -2.2167  0.3975  0.1563
C  -1.8421  1.3105  1.0455
C  -2.4493  2.5649  1.4838
C  -2.5149  2.9084  2.8353
C  -3.0863  4.1077  3.2254
C  -3.5827  4.9824  2.2676
C  -3.5019  4.6579  0.9187
C  -2.9324  3.4594  0.5254
H  -6.9353  -0.7299  -2.0877
H  -4.8644  -1.8588  -2.8333
H  -2.7110  -1.3100  -1.7600
H  -4.7039  1.5024  0.7909
H  -6.8395  0.9362  -0.2658
H  -1.4941  -0.3710  -0.1134
H  -2.1187  2.2318  3.5853
H  -3.1437  4.3633  4.2748
H  -4.0275  5.9201  2.5720
H  -3.8808  5.3426  0.1717
H  -2.8646  3.2040  -0.5252

Results
HOMO-LUMO gap ... 6.94 eV
Charge ... +2

Relative energy (zero: lowest compared OMol25 entry of this formula, charge and spin)? In order: 8.6 62.2 18.6 kcal per mole.
E_LUMO? In order: 3.96 -7.63 -5.75 eV.